w:
A gas-phase ion, C3H3OS (charge +1), computed with the ωB97M-V functional and the def2-TZVPD basis.

```
! wB97M-V def2-TZVPD RIJCOSX def2/J DEFGRID3
* xyz 1 1
C 0.367 -0.329 0.237
C 0.052 0.793 0.960
C -0.291 -0.712 -1.037
O -0.913 -0.002 -1.780
S -0.801 2.119 0.495
H 1.074 -0.898 0.736
H 0.715 0.791 1.791
H -0.202 -1.761 -1.401
*
```

For the HOMO energy (spin up / spin down), the calculation gives -15.68 / -15.74 eV. The frontier orbital gap (spin up / spin down) is 6.49 / 6.72 eV.

x:
2 unconnected molecules or ions with the total composition C3H3OS, computed with the ωB97M-V functional and the def2-TZVPD basis.

```
! wB97M-V def2-TZVPD RIJCOSX def2/J DEFGRID3
* xyz 1 1
C -1.039 -0.849 -0.319
C 2.066 0.729 0.604
C -1.337 0.431 -0.429
O -1.526 1.563 -0.319
S 2.263 -0.388 -0.339
H -0.677 -1.519 -1.049
H 1.842 1.472 1.367
H -1.593 -1.440 0.484
*
```

For the HOMO energy, the calculation gives -13.32 eV. The frontier orbital gap is 6.10 eV.

Stability check: which of them is least stable? w.

w:
A molecular structure, C15H35BF3GaN2O8P, computed with the ωB97M-V functional and the def2-TZVPD basis.

```
! wB97M-V def2-TZVPD RIJCOSX def2/J DEFGRID3
* xyz -1 1
N 0.939 -5.122 6.091
P 2.026 -4.202 5.419
O 2.695 -4.972 4.155
O 3.327 -4.005 6.429
Ga 1.098 -2.088 4.827
C 2.562 -0.631 5.113
C 3.109 -0.020 3.834
O 3.717 1.266 4.034
C 4.182 -0.881 3.233
F 3.699 -2.078 2.846
F 5.215 -1.095 4.092
F 4.737 -0.301 2.123
B -0.653 -1.720 5.973
N -1.993 -1.984 5.417
O -0.647 -1.213 7.247
H 1.242 -5.391 7.018
H 2.659 -4.406 3.384
H 3.099 -3.277 7.005
H 0.770 -2.170 3.252
H 3.379 -1.010 5.710
H 2.083 0.177 5.650
H 2.286 0.093 3.139
H 3.010 1.817 4.349
H -2.236 -1.325 4.697
H -1.948 -2.895 4.980
H 0.260 -1.089 7.509
C 3.756 1.836 0.026
C 2.693 2.582 -0.741
O 1.515 2.462 -0.513
C 3.180 3.512 -1.831
H 3.308 1.207 0.784
H 4.335 1.214 -0.659
H 4.427 2.550 0.507
H 3.742 2.950 -2.578
H 3.832 4.277 -1.406
H 2.329 3.991 -2.309
C -1.907 3.082 -0.442
C -2.933 2.617 -1.441
O -3.885 1.946 -1.122
C -2.710 3.025 -2.880
H -2.177 2.732 0.550
H -0.921 2.689 -0.698
H -1.866 4.174 -0.441
H -1.756 2.633 -3.234
H -2.696 4.114 -2.961
H -3.509 2.628 -3.502
C -3.262 -0.825 -2.627
C -1.775 -1.087 -2.544
O -1.165 -0.943 -1.515
C -1.079 -1.533 -3.812
H -3.628 -0.516 -1.653
H -3.456 -0.032 -3.348
H -3.786 -1.732 -2.938
H -1.182 -0.767 -4.582
H -1.515 -2.467 -4.169
H -0.023 -1.691 -3.602
C -4.815 0.731 -6.728
C -3.332 0.463 -6.649
O -2.721 0.601 -5.618
C -2.649 0.011 -7.918
H -5.181 1.045 -5.753
H -5.015 1.517 -7.457
H -5.342 -0.174 -7.034
H -2.764 0.769 -8.694
H -3.094 -0.921 -8.269
H -1.591 -0.147 -7.725
*
```

For the HOMO energy, the calculation gives -4.27 eV. The frontier orbital gap is 5.99 eV.

x:
A molecular structure, C15H35BF3GaN2O8P, computed with the ωB97M-V functional and the def2-TZVPD basis.

```
! wB97M-V def2-TZVPD RIJCOSX def2/J DEFGRID3
* xyz -1 1
N 3.198 3.671 5.307
P 1.609 3.364 5.261
O 0.840 4.533 4.274
O 0.938 3.454 6.839
Ga 1.371 1.148 4.460
C -0.252 0.256 5.454
C -1.510 0.002 4.478
O -2.276 -1.096 5.048
C -2.343 1.342 4.376
F -1.601 2.326 3.731
F -2.783 1.752 5.652
F -3.516 1.175 3.592
B 3.147 0.044 4.728
N 4.076 -0.109 3.556
O 3.536 -0.551 5.987
H 3.427 3.856 6.303
H 0.350 4.120 3.537
H 1.141 2.591 7.252
H 0.996 1.272 2.884
H -0.552 0.879 6.361
H 0.102 -0.781 5.789
H -1.084 -0.366 3.496
H -1.648 -1.846 5.016
H 3.680 -0.736 2.840
H 4.181 0.841 3.175
H 2.847 -0.319 6.637
C -4.185 -0.738 1.371
C -3.750 -1.639 0.246
O -2.577 -1.879 0.042
C -4.830 -2.233 -0.620
H -3.308 -0.382 1.911
H -4.722 0.124 0.970
H -4.822 -1.291 2.065
H -5.396 -1.436 -1.108
H -5.496 -2.851 -0.014
H -4.374 -2.860 -1.389
C 0.369 -3.334 -1.110
C 1.147 -2.951 -2.339
O 2.310 -2.606 -2.271
C 0.426 -3.011 -3.661
H 1.012 -3.244 -0.233
H -0.486 -2.666 -0.986
H 0.031 -4.370 -1.192
H -0.426 -2.329 -3.651
H 0.090 -4.032 -3.855
H 1.108 -2.709 -4.459
C 2.243 0.474 -3.077
C 1.038 1.115 -2.439
O 0.754 0.909 -1.277
C 0.197 2.022 -3.300
H 2.751 -0.151 -2.341
H 1.930 -0.154 -3.913
H 2.936 1.246 -3.421
H -0.206 1.462 -4.146
H 0.800 2.862 -3.654
H -0.634 2.412 -2.709
C 1.880 -0.404 -7.596
C 0.676 0.237 -6.959
O 0.393 0.031 -5.797
C -0.163 1.144 -7.820
H 2.389 -1.029 -6.860
H 1.569 -1.032 -8.433
H 2.574 0.367 -7.940
H -0.566 0.585 -8.667
H 0.439 1.983 -8.173
H -0.995 1.534 -7.230
*
```

For the HOMO energy, the calculation gives -4.21 eV. The frontier orbital gap is 6.00 eV.

Stability check: which of them is least stable? x.

w:
C20H21ClN4O2S in the gas phase, computed with the ωB97M-V functional and the def2-TZVPD basis.

```
! wB97M-V def2-TZVPD RIJCOSX def2/J DEFGRID3
* xyz 0 1
C 2.643 -4.525 4.025
C 2.530 -3.193 3.315
C 1.384 -2.393 3.328
C 0.113 -2.779 4.091
C 1.331 -1.068 2.657
N 2.507 -0.796 1.808
C 2.312 -0.189 0.565
N 1.146 0.251 0.116
C 1.210 0.783 -1.166
C 0.097 1.392 -1.784
C -1.295 1.397 -1.161
N -1.791 2.758 -1.035
N -2.710 3.244 -1.961
C -3.069 4.426 -1.516
C -3.985 5.391 -2.165
O -4.303 6.409 -1.588
O -4.469 5.045 -3.426
C -2.392 4.681 -0.240
C -1.631 3.594 0.061
C -0.751 3.418 1.279
C 0.282 1.871 -3.080
C 1.541 1.785 -3.728
Cl 1.878 2.426 -5.296
C 2.637 1.177 -3.055
C 2.439 0.731 -1.757
S 3.588 0.036 -0.656
C 3.817 -1.239 2.337
C 3.780 -2.754 2.604
H 2.517 -4.346 5.089
H 1.908 -5.237 3.621
H 3.644 -4.971 3.850
H -0.193 -1.929 4.701
H -0.705 -3.037 3.378
H 0.306 -3.659 4.714
H 1.273 -0.338 3.442
H 0.412 -1.062 2.058
H -1.935 0.789 -1.759
H -1.326 0.905 -0.166
H -5.005 5.818 -3.594
H -2.548 5.557 0.399
H -1.061 2.530 1.852
H 0.280 3.272 0.970
H -0.746 4.298 1.946
H -0.540 2.342 -3.595
H 3.617 1.193 -3.413
H 4.003 -0.693 3.291
H 4.641 -1.075 1.652
H 4.617 -3.019 3.264
H 3.928 -3.288 1.657
*
```

For the HOMO energy, the calculation gives -8.01 eV. The frontier orbital gap is 8.45 eV. Its SMILES is CC1=C(C)CN(c2nc3c(Cn4nc(C(=O)O)cc4C)cc(Cl)cc3s2)CC1.

x:
C20H21ClN4O2S in the gas phase, computed with the ωB97M-V functional and the def2-TZVPD basis.

```
! wB97M-V def2-TZVPD RIJCOSX def2/J DEFGRID3
* xyz 0 1
C 0.250 -1.158 -2.987
C 1.265 -2.205 -2.569
O 0.865 -2.770 -1.315
C 1.387 -3.945 -0.999
O 2.114 -4.589 -1.706
C 0.974 -4.429 0.379
S -0.262 -3.393 1.193
C 0.753 -2.026 1.535
N 2.035 -1.945 1.303
N 2.432 -0.725 1.695
C 1.400 -0.082 2.163
C 1.436 1.308 2.701
N 0.376 2.127 2.158
C 0.318 2.506 0.834
C 1.104 1.914 -0.156
C 0.941 2.264 -1.483
C -0.009 3.205 -1.838
Cl -0.235 3.612 -3.507
C -0.779 3.826 -0.868
C -0.608 3.482 0.456
N 0.285 -0.874 2.099
C -1.067 -0.587 2.496
C -1.836 0.194 1.456
C -2.755 1.154 1.853
C -3.482 1.859 0.911
C -3.288 1.617 -0.437
C -2.373 0.661 -0.839
C -1.654 -0.053 0.103
H 0.528 -0.754 -3.956
H -0.739 -1.603 -3.059
H 0.221 -0.348 -2.263
H 1.338 -3.013 -3.306
H 2.259 -1.765 -2.437
H 1.864 -4.454 1.010
H 0.554 -5.432 0.301
H 2.437 1.707 2.487
H 1.307 1.272 3.788
H -0.047 2.778 2.799
H 1.850 1.180 0.102
H 1.558 1.808 -2.241
H -1.505 4.573 -1.148
H -1.207 3.966 1.214
H -1.045 -0.033 3.438
H -1.564 -1.550 2.668
H -2.907 1.347 2.906
H -4.198 2.602 1.231
H -3.849 2.172 -1.174
H -2.221 0.468 -1.890
H -0.952 -0.808 -0.217
*
```

For the HOMO energy, the calculation gives -8.07 eV. The frontier orbital gap is 8.50 eV. Its SMILES is CCOC(=O)CSc1nnc(CNc2ccc(Cl)cc2)n1Cc1ccccc1.

Stability check: which of them is least stable? w.